1.
{"formula": "C42H33BrN5O4ReS2", "method": "wB97M-V/def2-TZVPD", "orbital_gap_ev": [4.98, 5.38], "spin_multiplicity": 2, "charge": 3, "total_energy_ev": -153549.5383, "mol_weight_da": 1002.0, "homo_energy_ev": [-14.95, -14.96], "species": ["Re", "Br", "C", "C", "C", "C", "C", "N", "C", "O", "O", "H", "H", "H", "C", "C", "C", "C", "C", "C", "C", "S", "O", "C", "C", "C", "C", "C", "C", "C", "C", "C", "C", "C", "C", "C", "C", "C", "C", "C", "C", "C", "C", "S", "O", "C", "C", "C", "C", "C", "C", "C", "H", "H", "H", "H", "H", "H", "H", "H", "H", "H", "H", "H", "H", "H", "H", "H", "H", "H", "H", "H", "H", "H", "H", "H", "H", "H", "N", "C", "N", "N", "C", "N", "H", "H", "H", "H"], "positions_angstrom": [[0.16, 0.09, 0.21], [-2.04, 2.22, 1.26], [-0.78, 1.79, 2.59], [-0.81, 2.24, 3.90], [0.16, 1.77, 4.76], [1.12, 0.86, 4.32], [1.06, 0.47, 3.00], [0.14, 0.95, 2.15], [1.93, -0.57, 2.37], [2.82, -1.20, 2.79], [1.47, -0.82, 1.00], [-1.58, 2.92, 4.24], [0.17, 2.10, 5.79], [1.88, 0.46, 4.98], [3.37, -3.50, -6.90], [2.62, -3.19, -5.65], [2.15, -1.89, -5.41], [1.47, -1.57, -4.25], [1.27, -2.58, -3.31], [1.73, -3.87, -3.51], [2.39, -4.17, -4.69], [0.37, -2.32, -1.82], [0.47, -0.74, -1.63], [-1.32, -2.54, -2.27], [-1.85, -1.91, -3.42], [-3.15, -2.13, -3.75], [-3.98, -2.97, -2.95], [-5.33, -3.20, -3.30], [-6.12, -4.00, -2.52], [-5.60, -4.61, -1.36], [-4.29, -4.40, -1.00], [-3.45, -3.59, -1.80], [-2.08, -3.36, -1.46], [-1.48, -4.01, -0.26], [-1.13, -5.38, -0.33], [-1.35, -6.15, -1.51], [-1.00, -7.47, -1.55], [-0.42, -8.09, -0.43], [-0.18, -7.38, 0.72], [-0.52, -6.01, 0.79], [-0.24, -5.24, 1.94], [-0.54, -3.91, 2.00], [-1.18, -3.30, 0.90], [-1.54, -1.58, 1.13], [-1.42, -1.31, 2.56], [-3.15, -1.26, 0.51], [-3.34, -0.37, -0.53], [-4.62, -0.13, -0.99], [-5.72, -0.76, -0.40], [-7.11, -0.51, -0.88], [-5.50, -1.64, 0.67], [-4.23, -1.90, 1.13], [2.97, -2.95, -7.75], [3.32, -4.57, -7.13], [4.42, -3.23, -6.79], [2.33, -1.12, -6.15], [1.13, -0.56, -4.07], [1.58, -4.64, -2.76], [2.75, -5.17, -4.85], [-1.22, -1.28, -4.03], [-3.58, -1.67, -4.63], [-5.73, -2.74, -4.19], [-7.15, -4.18, -2.79], [-6.23, -5.24, -0.76], [-3.89, -4.88, -0.11], [-1.79, -5.68, -2.38], [-1.17, -8.05, -2.44], [-0.16, -9.14, -0.48], [0.28, -7.85, 1.58], [0.23, -5.73, 2.79], [-0.35, -3.34, 2.90], [-2.50, 0.08, -1.04], [-4.78, 0.54, -1.82], [-7.12, 0.12, -1.77], [-7.70, -0.01, -0.11], [-7.61, -1.45, -1.12], [-6.35, -2.12, 1.13], [-4.07, -2.58, 1.95], [2.49, 5.35, -2.99], [1.90, 4.73, -1.98], [1.56, 5.38, -0.88], [1.67, 3.41, -2.16], [1.13, 2.59, -1.38], [0.63, 1.71, -0.78], [2.71, 6.33, -2.97], [2.73, 4.82, -3.81], [1.76, 6.36, -0.76], [1.11, 4.90, -0.12]]}

2.
{"formula": "C22H40F4InN2O10P2SSi", "method": "wB97M-V/def2-TZVPD", "orbital_gap_ev": 8.05, "spin_multiplicity": 1, "charge": -1, "total_energy_ev": -100267.5145, "mol_weight_da": 805.5, "homo_energy_ev": -5.63, "species": ["In", "C", "N", "C", "C", "C", "N", "C", "C", "F", "C", "F", "C", "C", "F", "C", "F", "H", "H", "H", "H", "H", "H", "H", "H", "H", "H", "H", "O", "P", "O", "O", "O", "P", "O", "O", "O", "H", "H", "C", "C", "C", "C", "O", "Si", "S", "O", "C", "C", "C", "C", "O", "C", "C", "C", "C", "H", "H", "H", "H", "H", "H", "H", "H", "H", "H", "H", "H", "H", "H", "H", "H", "H", "H", "H", "H", "H", "H", "H", "H", "H", "H", "H"], "positions_angstrom": [[-10.28, -11.79, -9.18], [-7.20, -12.92, -10.25], [-7.67, -12.05, -9.17], [-6.88, -10.78, -9.22], [-7.57, -12.73, -7.88], [-8.43, -14.00, -7.83], [-9.71, -13.70, -8.28], [-10.72, -14.62, -8.26], [-11.69, -14.76, -7.19], [-11.45, -14.13, -6.02], [-12.80, -15.55, -7.30], [-13.76, -15.46, -6.39], [-12.90, -16.45, -8.36], [-11.82, -16.59, -9.23], [-11.77, -17.72, -9.94], [-10.83, -15.61, -9.26], [-9.74, -15.74, -10.07], [-6.17, -13.17, -10.15], [-7.87, -13.80, -10.28], [-7.30, -12.33, -11.19], [-5.83, -10.96, -9.02], [-7.06, -10.32, -10.21], [-7.25, -10.12, -8.43], [-6.52, -12.99, -7.72], [-7.82, -11.96, -7.13], [-8.01, -14.81, -8.41], [-8.53, -14.40, -6.76], [-13.81, -17.05, -8.43], [-13.75, -11.21, -11.46], [-12.80, -12.48, -11.27], [-13.50, -13.72, -11.69], [-12.23, -12.45, -9.85], [-11.50, -12.13, -12.27], [-10.62, -10.77, -12.26], [-9.54, -11.10, -13.45], [-11.44, -9.56, -12.30], [-9.66, -10.93, -11.02], [-13.29, -10.44, -11.86], [-9.88, -11.07, -14.37], [-15.33, -11.82, -8.06], [-15.03, -10.36, -7.81], [-15.67, -9.91, -6.57], [-15.44, -9.52, -9.01], [-13.55, -10.20, -7.72], [-12.56, -10.04, -6.48], [-10.58, -10.04, -7.30], [-12.67, -8.55, -5.82], [-12.08, -7.21, -5.67], [-11.64, -6.72, -7.03], [-10.91, -7.33, -4.60], [-13.17, -6.30, -5.05], [-12.95, -11.18, -5.36], [-12.77, -11.33, -3.94], [-13.85, -12.38, -3.59], [-13.11, -10.06, -3.23], [-11.37, -11.96, -3.73], [-16.20, -11.85, -8.71], [-15.42, -12.45, -7.14], [-14.47, -12.18, -8.65], [-16.77, -10.14, -6.71], [-15.65, -8.83, -6.43], [-15.25, -10.38, -5.66], [-16.51, -9.53, -9.27], [-14.89, -9.92, -9.87], [-15.25, -8.46, -8.81], [-10.66, -7.10, -7.26], [-11.55, -5.67, -6.91], [-12.33, -6.96, -7.80], [-10.29, -8.16, -4.82], [-11.24, -7.47, -3.60], [-10.35, -6.39, -4.73], [-14.08, -6.28, -5.70], [-12.72, -5.31, -4.85], [-13.50, -6.72, -4.08], [-14.77, -12.05, -4.06], [-14.10, -12.44, -2.51], [-13.47, -13.35, -3.84], [-13.89, -9.55, -3.81], [-12.31, -9.31, -3.19], [-13.46, -10.27, -2.22], [-11.45, -13.01, -4.05], [-11.05, -11.97, -2.72], [-10.61, -11.57, -4.35]]}

3.
{"formula": "C33H39BCrF4Ge2N3O2S2", "method": "wB97M-V/def2-TZVPD", "orbital_gap_ev": [3.51, 6.56], "spin_multiplicity": 6, "charge": -2, "total_energy_ev": -218099.2978, "mol_weight_da": 857.8, "homo_energy_ev": [0.75, -2.35], "species": ["Cr", "C", "C", "N", "C", "C", "S", "C", "C", "S", "C", "N", "C", "H", "H", "H", "H", "H", "H", "H", "H", "C", "Ge", "C", "C", "Ge", "C", "C", "C", "C", "C", "C", "C", "C", "C", "C", "C", "C", "H", "H", "H", "H", "H", "H", "H", "H", "H", "H", "H", "H", "H", "H", "H", "H", "H", "H", "H", "F", "B", "F", "F", "F", "C", "O", "C", "O", "H", "H", "H", "C", "C", "C", "C", "C", "C", "C", "C", "N", "H", "H", "H", "H", "H", "H", "H", "H", "H"], "positions_angstrom": [[-0.62, 0.51, -0.58], [-1.52, 1.18, 2.92], [-2.03, 1.98, 1.78], [-1.80, 1.78, 0.50], [-2.42, 2.74, -0.29], [-3.13, 3.71, 0.42], [-3.01, 3.39, 2.12], [-2.33, 2.65, -1.70], [-2.83, 3.55, -2.62], [-2.49, 2.98, -4.23], [-1.70, 1.57, -3.55], [-1.71, 1.54, -2.26], [-1.06, 0.59, -4.47], [-1.14, 0.23, 2.57], [-2.33, 1.00, 3.64], [-0.72, 1.71, 3.44], [-3.67, 4.56, 0.04], [-3.29, 4.51, -2.45], [-1.78, 0.21, -5.19], [-0.65, -0.24, -3.90], [-0.24, 1.07, -5.01], [3.93, 2.82, 2.85], [2.35, 2.58, 1.61], [2.93, 3.48, -0.06], [1.07, 3.91, 2.38], [1.23, 0.41, 1.04], [1.17, -0.40, 2.91], [1.52, 0.27, 4.08], [1.48, -0.35, 5.33], [1.08, -1.67, 5.43], [0.71, -2.36, 4.28], [0.75, -1.73, 3.05], [2.80, -0.78, 0.61], [4.14, -0.44, 0.81], [5.16, -1.35, 0.56], [4.86, -2.62, 0.09], [3.54, -2.97, -0.13], [2.53, -2.06, 0.13], [4.36, 3.81, 2.69], [4.71, 2.07, 2.68], [3.62, 2.74, 3.89], [3.32, 4.48, 0.13], [2.08, 3.55, -0.73], [3.69, 2.89, -0.57], [1.52, 4.91, 2.36], [0.80, 3.68, 3.42], [0.15, 3.93, 1.80], [1.85, 1.30, 4.02], [1.77, 0.21, 6.21], [1.05, -2.16, 6.40], [0.40, -3.40, 4.35], [0.44, -2.28, 2.17], [4.38, 0.55, 1.17], [6.19, -1.06, 0.72], [5.66, -3.33, -0.11], [3.30, -3.96, -0.50], [1.50, -2.34, -0.07], [2.88, 0.73, -2.12], [1.62, 0.71, -2.68], [1.00, 1.96, -2.50], [1.67, 0.35, -4.01], [0.77, -0.28, -1.98], [-2.44, -2.03, 2.37], [-1.88, -1.50, 1.18], [-2.25, -2.13, -0.02], [-2.97, -3.14, 0.02], [-3.30, -1.43, 2.68], [-1.68, -2.00, 3.15], [-2.77, -3.05, 2.20], [-4.34, -0.89, -2.00], [-3.37, -1.69, -2.83], [-3.72, -2.13, -4.10], [-2.85, -2.90, -4.86], [-1.62, -3.25, -4.32], [-1.24, -2.84, -3.04], [0.07, -3.28, -2.46], [-2.11, -2.02, -2.31], [-1.72, -1.51, -1.06], [-5.14, -0.49, -2.62], [-3.83, -0.08, -1.49], [-4.78, -1.54, -1.23], [-4.69, -1.87, -4.51], [-3.13, -3.22, -5.85], [-0.94, -3.88, -4.89], [0.44, -4.17, -2.97], [-0.06, -3.52, -1.40], [0.82, -2.49, -2.53]]}

4.
{"formula": "C32H48IN6PtSi2", "method": "wB97M-V/def2-TZVPD", "orbital_gap_ev": [5.93, 5.94], "spin_multiplicity": 5, "charge": 1, "total_energy_ev": -69999.2353, "mol_weight_da": 894.9, "homo_energy_ev": [-7.76, -11.05], "species": ["Pt", "I", "C", "C", "C", "C", "C", "C", "C", "C", "C", "C", "H", "H", "H", "H", "H", "H", "C", "Si", "C", "C", "C", "C", "C", "C", "C", "Si", "C", "C", "H", "H", "H", "H", "H", "H", "H", "H", "H", "H", "H", "H", "H", "H", "H", "H", "C", "C", "N", "C", "N", "C", "C", "C", "N", "C", "H", "H", "H", "H", "H", "H", "H", "H", "H", "H", "H", "H", "H", "C", "N", "C", "C", "N", "N", "C", "C", "H", "H", "H", "H", "H", "H", "H", "H", "H", "H", "H", "H", "H"], "positions_angstrom": [[-0.20, -0.05, 0.37], [2.58, 1.00, 2.04], [1.18, 1.82, 3.36], [1.71, 2.33, 4.58], [0.87, 2.94, 5.46], [-0.51, 3.06, 5.14], [-1.04, 2.56, 3.95], [-2.41, 2.70, 3.66], [-2.97, 2.17, 2.47], [-2.18, 1.51, 1.59], [-0.76, 1.32, 1.85], [-0.17, 1.87, 3.01], [2.76, 2.23, 4.79], [1.25, 3.34, 6.39], [-1.18, 3.54, 5.84], [-3.04, 3.24, 4.36], [-4.03, 2.30, 2.27], [-2.62, 1.11, 0.68], [0.66, -1.70, 3.50], [-0.74, -1.50, 2.24], [-2.30, -1.15, 3.25], [-1.04, -3.20, 1.44], [-1.28, -4.30, 2.25], [-1.56, -5.55, 1.71], [-1.61, -5.70, 0.33], [-1.38, -4.61, -0.49], [-1.11, -3.36, 0.05], [-1.05, -1.84, -1.07], [-2.87, -1.50, -1.55], [-0.11, -2.17, -2.68], [0.38, -2.50, 4.19], [0.81, -0.79, 4.09], [1.62, -1.98, 3.05], [-2.53, -2.05, 3.82], [-3.16, -0.93, 2.62], [-2.16, -0.33, 3.95], [-1.23, -4.19, 3.33], [-1.75, -6.39, 2.36], [-1.83, -6.67, -0.10], [-1.42, -4.74, -1.57], [-3.12, -2.04, -2.47], [-3.12, -0.45, -1.71], [-3.53, -1.87, -0.76], [-0.70, -2.84, -3.31], [0.86, -2.63, -2.49], [0.06, -1.25, -3.24], [4.12, -3.46, -0.71], [3.17, -3.14, 0.43], [2.20, -2.16, -0.04], [2.52, -1.11, -0.83], [1.67, -0.10, -0.92], [2.12, 1.10, -1.61], [2.88, 0.72, -2.87], [4.08, -0.12, -2.45], [3.66, -1.19, -1.55], [4.71, -2.16, -1.23], [3.57, -3.97, -1.50], [4.92, -4.11, -0.36], [3.72, -2.75, 1.29], [2.62, -4.03, 0.75], [1.37, -2.01, 0.53], [2.77, 1.68, -0.95], [1.25, 1.70, -1.84], [3.22, 1.61, -3.40], [2.24, 0.14, -3.54], [4.83, 0.51, -1.97], [4.54, -0.58, -3.33], [5.40, -1.73, -0.49], [5.27, -2.35, -2.14], [-0.60, 4.06, -0.27], [-1.05, 3.88, -1.64], [-0.92, 5.05, -2.49], [-1.27, 2.64, -2.13], [-1.05, 1.56, -1.43], [-1.72, 2.59, -3.45], [-3.02, 3.20, -3.75], [-1.50, 1.36, -4.19], [-0.92, 5.04, 0.08], [0.49, 3.99, -0.19], [-1.04, 3.30, 0.36], [0.00, 5.59, -2.21], [-1.76, 5.74, -2.35], [-0.85, 4.77, -3.53], [-1.33, 0.76, -1.97], [-3.18, 4.08, -3.13], [-3.84, 2.49, -3.57], [-3.05, 3.50, -4.80], [-0.49, 0.99, -4.00], [-1.59, 1.58, -5.25], [-2.22, 0.57, -3.95]]}

5.
{"formula": "C12H18BF4N4S5Sc", "method": "wB97M-V/def2-TZVPD", "orbital_gap_ev": 7.86, "spin_multiplicity": 1, "charge": 2, "total_energy_ev": -105117.4505, "mol_weight_da": 510.4, "homo_energy_ev": -14.19, "species": ["Sc", "C", "C", "S", "C", "C", "S", "C", "C", "S", "H", "H", "H", "H", "H", "H", "H", "H", "H", "H", "H", "H", "N", "C", "N", "C", "C", "S", "C", "C", "S", "C", "N", "N", "H", "H", "H", "H", "H", "H", "F", "B", "F", "F", "F"], "positions_angstrom": [[0.26, 0.03, 0.39], [-2.64, 1.16, -1.38], [-3.32, 1.05, -0.01], [-2.10, 1.04, 1.33], [-2.58, -0.36, 2.38], [-2.70, -1.71, 1.68], [-1.18, -2.21, 0.82], [-1.74, -2.73, -0.82], [-2.42, -1.65, -1.64], [-1.43, -0.13, -1.73], [-2.09, 2.10, -1.46], [-3.39, 1.16, -2.17], [-3.95, 0.17, 0.06], [-3.97, 1.91, 0.14], [-3.53, -0.12, 2.86], [-1.83, -0.39, 3.17], [-3.51, -1.73, 0.96], [-2.92, -2.47, 2.43], [-2.40, -3.60, -0.72], [-0.83, -3.09, -1.31], [-3.40, -1.40, -1.23], [-2.59, -2.01, -2.65], [-0.12, 3.59, -0.20], [0.71, 2.92, -1.04], [0.96, 1.62, -0.92], [1.87, 1.19, -1.88], [2.24, 2.14, -2.77], [1.48, 3.65, -2.39], [2.35, -0.18, -1.77], [3.42, -0.73, -2.38], [3.66, -2.35, -1.83], [2.32, -2.19, -0.77], [1.70, -1.02, -0.86], [1.94, -3.18, 0.05], [-0.09, 3.29, 0.77], [-0.17, 4.59, -0.30], [2.90, 2.07, -3.61], [4.10, -0.29, -3.09], [2.53, -4.00, 0.14], [1.40, -2.96, 0.87], [2.09, 0.58, 3.73], [1.77, 0.50, 2.46], [0.98, -0.79, 2.16], [2.71, 0.52, 1.48], [0.72, 1.43, 2.02]]}

6.
{"formula": "C33H25AsN3RuS", "method": "wB97M-V/def2-TZVPD", "orbital_gap_ev": [7.35, 6.25], "spin_multiplicity": 6, "charge": 2, "total_energy_ev": -113338.6152, "mol_weight_da": 671.6, "homo_energy_ev": [-13.35, -14.06], "species": ["Ru", "C", "C", "C", "C", "N", "C", "C", "C", "C", "C", "C", "N", "C", "C", "C", "C", "C", "N", "H", "H", "H", "H", "H", "H", "H", "H", "H", "H", "H", "S", "C", "C", "C", "C", "C", "C", "As", "C", "C", "C", "C", "C", "C", "C", "C", "C", "C", "C", "C", "H", "H", "H", "H", "H", "H", "H", "H", "H", "H", "H", "H", "H", "H"], "positions_angstrom": [[-0.25, 0.78, -0.83], [2.41, 4.15, 0.76], [1.52, 5.08, 1.28], [0.16, 4.83, 1.20], [-0.27, 3.65, 0.62], [0.59, 2.75, 0.13], [1.90, 3.00, 0.19], [-1.71, 3.31, 0.45], [-2.74, 4.04, 1.01], [-4.05, 3.66, 0.76], [-4.29, 2.57, -0.07], [-3.21, 1.88, -0.60], [-1.96, 2.24, -0.32], [-3.34, 0.75, -1.55], [-4.55, 0.34, -2.10], [-4.56, -0.69, -3.02], [-3.37, -1.28, -3.39], [-2.20, -0.83, -2.80], [-2.19, 0.16, -1.90], [3.48, 4.31, 0.78], [1.88, 5.99, 1.72], [-0.54, 5.55, 1.58], [2.55, 2.25, -0.24], [-2.54, 4.89, 1.64], [-4.88, 4.21, 1.19], [-5.31, 2.28, -0.29], [-5.48, 0.83, -1.82], [-5.50, -1.01, -3.46], [-3.33, -2.08, -4.12], [-1.24, -1.26, -3.04], [1.40, 0.70, -2.48], [2.67, -0.38, -1.92], [3.96, -0.12, -2.39], [5.02, -0.92, -1.98], [4.80, -1.98, -1.12], [3.52, -2.25, -0.65], [2.45, -1.45, -1.04], [0.63, -1.83, -0.52], [0.45, -0.66, 1.04], [-0.85, -0.48, 1.54], [-1.08, 0.36, 2.62], [-0.02, 1.03, 3.21], [1.27, 0.88, 2.72], [1.51, 0.05, 1.63], [0.64, -3.60, 0.26], [0.36, -4.67, -0.58], [0.41, -5.96, -0.07], [0.72, -6.17, 1.26], [0.99, -5.10, 2.10], [0.96, -3.80, 1.60], [4.13, 0.70, -3.09], [6.02, -0.72, -2.36], [5.63, -2.60, -0.81], [3.35, -3.09, 0.00], [-1.68, -1.05, 1.10], [-2.09, 0.47, 3.01], [-0.20, 1.67, 4.07], [2.09, 1.41, 3.18], [2.52, -0.05, 1.25], [0.11, -4.51, -1.62], [0.20, -6.80, -0.72], [0.75, -7.18, 1.65], [1.23, -5.26, 3.14], [1.17, -2.97, 2.25]]}